Entry 1:
{
  "formula": "C6H12",
  "method": "ωB97M-V with the def2-TZVPD basis set",
  "total_charge": 0,
  "homo_energy_ev": -9.62,
  "smiles": "C[C@H]1[C@H](C)[C@H]1C",
  "fmax_ha_per_bohr": 0.018,
  "homo_lumo_gap_ev": 10.876,
  "e_above_lowest_kcal_mol": 23.2,
  "total_energy_ha": -235.78119,
  "elements": ["C", "C", "C", "C", "C", "C", "H", "H", "H", "H", "H", "H", "H", "H", "H", "H", "H", "H"],
  "coordinates": [[1.384, -1.496, -0.154], [0.208, -0.751, 0.430], [0.153, 0.756, 0.463], [1.284, 1.555, -0.147], [-0.820, -0.015, -0.407], [-2.297, -0.037, -0.075], [1.136, -2.559, -0.252], [2.247, -1.460, 0.517], [1.691, -1.100, -1.136], [-0.239, -1.244, 1.282], [-0.292, 1.177, 1.349], [1.723, 1.079, -1.016], [2.097, 1.689, 0.554], [0.931, 2.541, -0.476], [-0.626, -0.037, -1.496], [-2.830, -0.862, -0.606], [-2.516, -0.209, 1.008], [-2.798, 0.908, -0.388]],
  "mulliken_charge": [-1.47, 0.03, 0.09, -1.47, 0.22, -1.45, 0.39, 0.32, 0.29, 0.36, 0.39, 0.28, 0.36, 0.37, 0.33, 0.35, 0.29, 0.32]
}



Entry 2:
{
  "formula": "C2H6S2",
  "method": "ωB97M-V with the def2-TZVPD basis set",
  "total_charge": 0,
  "homo_energy_ev": -9.22,
  "smiles": "SCCS",
  "fmax_ha_per_bohr": 0.113,
  "homo_lumo_gap_ev": 9.588,
  "e_above_lowest_kcal_mol": 70.4,
  "total_energy_ha": -876.05832,
  "elements": ["C", "C", "H", "H", "H", "H", "H", "H", "S", "S"],
  "coordinates": [[-0.343, -0.506, 0.176], [0.511, 0.700, 0.408], [-1.539, 1.258, -0.611], [0.091, -0.940, -0.751], [-0.154, -1.394, 1.034], [0.255, 1.090, 1.441], [0.298, 1.245, -0.615], [2.364, -1.063, 0.630], [-2.355, -0.048, -0.095], [2.209, -0.037, -0.194]],
  "mulliken_charge": [-0.64, -0.52, 0.14, 0.45, 0.29, 0.30, 0.32, 0.14, -0.24, -0.25]
}



Entry 3:
{
  "formula": "CH5O2",
  "method": "ωB97M-V with the def2-TZVPD basis set",
  "total_charge": -1,
  "homo_energy_ev": -2.57,
  "fmax_ha_per_bohr": 0.011,
  "homo_lumo_gap_ev": 7.494,
  "e_above_lowest_kcal_mol": 2.6,
  "total_energy_ha": -191.56804,
  "elements": ["O", "H", "C", "O", "H", "H", "H", "H"],
  "coordinates": [[0.190, -1.980, 0.602], [0.735, -1.664, 1.334], [-0.506, 1.474, -0.511], [0.405, 0.527, -0.195], [-0.458, 1.875, -1.570], [-0.443, 2.403, 0.113], [-1.589, 1.157, -0.429], [0.218, -1.161, 0.019]],
  "mulliken_charge": [-0.73, 0.27, -0.59, -0.87, 0.15, 0.15, 0.18, 0.43]
}



Entry 4:
{
  "formula": "C5H3ClS2",
  "method": "ωB97M-V with the def2-TZVPD basis set",
  "total_charge": 0,
  "homo_energy_ev": -9.13,
  "smiles": "C#C/C(=C/Cl)C(=S)S",
  "fmax_ha_per_bohr": 0.081,
  "homo_lumo_gap_ev": 8.225,
  "e_above_lowest_kcal_mol": 34.8,
  "total_energy_ha": -1448.73383,
  "elements": ["C", "C", "C", "C", "C", "H", "H", "H", "S", "S", "Cl"],
  "coordinates": [[-1.357, -0.785, 0.262], [0.026, -0.047, 0.073], [0.219, 1.234, 0.220], [1.391, -0.633, -0.147], [2.550, -0.924, -0.488], [-2.461, 0.663, -1.437], [1.091, 1.781, 0.570], [3.696, -1.002, -0.534], [-2.742, -0.644, -0.834], [-1.240, -1.848, 1.518], [-1.172, 2.207, 0.797]],
  "mulliken_charge": [0.01, 0.23, -0.21, -0.41, -0.07, 0.19, 0.40, 0.34, -0.11, -0.19, -0.19]
}



Entry 5:
{
  "formula": "C13H14N5O2S6SbTc",
  "method": "ωB97M-V with the def2-TZVPD basis set",
  "total_charge": 1,
  "homo_energy_ev": [-10.67, -10.74],
  "fmax_ha_per_bohr": 0.009,
  "homo_lumo_gap_ev": [6.763, 6.731],
  "s_squared": 2.024,
  "total_energy_ha": -3638.08217,
  "spin_multiplicity": 3,
  "elements": ["Tc", "S", "Sb", "S", "S", "N", "C", "C", "C", "C", "C", "C", "S", "O", "O", "N", "C", "S", "C", "C", "N", "H", "H", "H", "H", "H", "H", "H", "H", "C", "N", "C", "C", "N", "C", "S", "H", "H", "H", "H", "H", "H"],
  "coordinates": [[1.967, -1.099, -0.104], [0.726, 0.852, 2.991], [2.537, 1.399, 1.860], [3.594, -0.802, 1.374], [1.180, 0.782, -0.925], [-0.249, 5.502, 3.852], [-0.549, 4.720, 2.780], [-1.610, 3.799, 2.846], [-1.900, 2.991, 1.775], [-1.140, 3.098, 0.608], [-0.093, 4.015, 0.516], [0.203, 4.815, 1.597], [-1.483, 2.078, -0.730], [-0.945, 2.639, -1.923], [-2.812, 1.561, -0.639], [-0.505, 0.683, -0.491], [-0.918, -0.486, 0.057], [-2.517, -0.922, 0.510], [-1.929, -2.458, 1.047], [-0.611, -2.573, 0.843], [-0.025, -1.456, 0.259], [-0.847, 5.511, 4.657], [0.422, 6.243, 3.770], [-2.196, 3.724, 3.754], [-2.721, 2.287, 1.830], [0.468, 4.104, -0.405], [1.006, 5.538, 1.529], [-2.596, -3.172, 1.500], [0.023, -3.401, 1.118], [1.570, -2.381, -3.790], [1.100, -3.504, -2.979], [0.122, -4.407, -3.364], [0.037, -5.345, -2.400], [0.964, -4.992, -1.441], [1.609, -3.870, -1.795], [2.907, -3.157, -0.904], [0.956, -2.330, -4.683], [2.611, -2.535, -4.063], [1.474, -1.450, -3.237], [-0.419, -4.295, -4.287], [-0.588, -6.215, -2.314], [1.176, -5.495, -0.595]],
  "mulliken_charge": [0.43, -0.45, 0.72, -0.39, -0.16, -0.47, 1.11, -0.73, -0.51, 0.30, -0.62, -0.76, 1.06, -0.67, -0.72, 0.01, 0.50, 0.01, -0.34, -1.02, 0.19, 0.20, 0.20, 0.31, 0.46, 0.50, 0.33, 0.44, 0.52, -0.70, 0.26, -0.08, -0.57, 0.07, -0.03, -0.39, 0.30, 0.34, 0.21, 0.43, 0.43, 0.25]
}



Entry 6:
{
  "formula": "H2N2O4",
  "method": "ωB97M-V with the def2-TZVPD basis set",
  "total_charge": 0,
  "homo_energy_ev": [-9.86, -10.08],
  "fmax_ha_per_bohr": 0.059,
  "homo_lumo_gap_ev": [8.721, 8.957],
  "e_above_lowest_kcal_mol": 79.4,
  "total_energy_ha": -411.35997,
  "elements": ["N", "N", "O", "O", "O", "O", "H", "H"],
  "coordinates": [[-0.402, -0.202, -0.634], [3.197, 0.167, 0.105], [3.134, 1.302, -0.206], [4.020, -0.581, 0.480], [0.837, -0.261, -1.209], [1.694, -0.888, -0.344], [-0.431, 0.646, -0.081], [-0.496, -0.997, -0.102]],
  "mulliken_charge": [-0.35, 0.97, -0.39, -0.41, -0.03, -0.33, 0.25, 0.27]
}